Below is a cluster of 10 separate species, C44H59IN11O2 in total in a non-equilibrium geometry, with properties calculated with wB97M-V/def2-TZVPD.

Values from the calculation:
2S+1	1
relative energy (zero: lowest compared OMol25 entry of this formula, charge and spin)	0.000	eV
HOMO level	-2.836	eV
total charge	-1

Geometry (Å):
C  -4.5369  1.9461  1.0257
C  -3.8466  3.1742  1.5469
O  -3.9521  4.2635  1.0193
N  -3.0557  2.9515  2.7186
C  -3.8200  2.1636  3.6512
C  -4.7954  2.9981  4.4367
O  -3.7495  0.9674  3.8170
C  -1.7639  2.2109  2.2872
N  -1.5459  2.5325  0.8254
C  -0.5953  2.7613  3.0963
C  -0.4530  4.2719  3.4046
C  -0.8303  5.2103  2.2676
I  -1.4510  4.8684  5.2278
H  -4.9048  2.0899  0.0108
H  -5.4105  1.7210  1.6449
H  -3.8578  1.0950  1.0415
H  -5.3698  3.6498  3.7716
H  -5.4791  2.3312  4.9639
H  -4.2747  3.6227  5.1607
H  -0.5576  2.7147  0.6885
H  -1.7158  1.6826  0.2979
H  0.3219  2.4367  2.5890
H  -0.5918  2.2486  4.0660
H  0.5915  4.4585  3.6616
H  -0.3738  4.8435  1.3459
H  -0.4130  6.2037  2.4636
H  -1.9057  5.3169  2.1476
N  -3.5832  -1.6773  1.0553
C  -4.9289  -1.8823  1.0028
C  -5.1669  -2.8796  0.0896
C  -3.9036  -3.2933  -0.4189
C  -2.9465  -2.5304  0.2003
H  -3.1291  -0.9899  1.6417
H  -5.5934  -1.2985  1.6174
H  -6.1314  -3.2776  -0.1863
H  -3.7202  -4.0601  -1.1530
H  -1.8729  -2.5202  0.1043
N  1.0977  2.8073  -2.4019
C  2.0983  3.7359  -2.5098
C  1.5529  4.9656  -2.2535
C  0.1716  4.7692  -1.9747
C  -0.0780  3.4278  -2.0748
H  1.2090  1.8202  -2.5365
H  3.1059  3.4438  -2.7517
H  2.0855  5.9021  -2.2564
H  -0.5546  5.5227  -1.7216
H  -0.9839  2.8654  -1.9297
N  -8.2532  -1.1285  1.0069
C  -8.8959  -1.3911  2.1849
C  -9.6636  -0.2985  2.4924
C  -9.4598  0.6671  1.4676
C  -8.5823  0.1235  0.5672
H  -7.6075  -1.7400  0.5410
H  -8.7478  -2.3226  2.7033
H  -10.2882  -0.1952  3.3641
H  -9.8968  1.6492  1.4032
H  -8.1572  0.5223  -0.3390
N  -6.2786  4.2039  -0.9030
C  -6.4048  3.2764  -1.8923
C  -7.7151  3.2599  -2.2970
C  -8.4051  4.2289  -1.5204
C  -7.4849  4.7954  -0.6748
H  -5.4202  4.4033  -0.3964
H  -5.5587  2.6930  -2.2139
H  -8.1318  2.6129  -3.0515
H  -9.4545  4.4695  -1.5645
H  -7.5925  5.5557  0.0796
N  -0.2807  -0.9733  1.3280
C  -0.0048  -2.1237  2.0046
C  0.8279  -2.8875  1.2242
C  1.0630  -2.1556  0.0284
C  0.3659  -0.9784  0.1299
H  -0.8670  -0.2121  1.6823
H  -0.4225  -2.3023  2.9804
H  1.2227  -3.8562  1.4824
H  1.6710  -2.4526  -0.8084
H  0.2747  -0.1470  -0.5483
N  3.8250  -3.0980  -2.6064
C  4.4240  -2.9908  -1.3806
C  5.7736  -2.8911  -1.5835
C  5.9956  -2.9310  -2.9889
C  4.7718  -3.0577  -3.5926
H  2.8375  -3.1907  -2.7589
H  3.8432  -2.9968  -0.4744
H  6.5159  -2.7916  -0.8087
H  6.9441  -2.8692  -3.4971
H  4.4945  -3.1186  -4.6309
N  8.6329  -6.2436  -0.0586
C  8.1327  -7.1945  0.7900
C  6.7667  -7.1660  0.6885
C  6.4296  -6.1601  -0.2607
C  7.6021  -5.6115  -0.7045
H  9.6060  -6.0373  -0.1853
H  8.7859  -7.8036  1.3907
H  6.0832  -7.7950  1.2337
H  5.4439  -5.8683  -0.5811
H  7.7923  -4.8277  -1.4160
N  5.1667  1.0445  -5.8794
C  5.4702  -0.1174  -5.2242
C  6.2940  -0.8494  -6.0375
C  6.4953  -0.0966  -7.2278
C  5.7866  1.0675  -7.0986
H  4.5762  1.7707  -5.5193
H  5.0786  -0.3243  -4.2434
H  6.7076  -1.8163  -5.8061
H  7.0917  -0.3784  -8.0793
H  5.6716  1.9044  -7.7654
N  7.4361  -3.4743  2.0323
C  8.3428  -2.4970  1.7324
C  8.0636  -1.4084  2.5171
C  6.9430  -1.7466  3.3228
C  6.5812  -3.0282  2.9992
H  7.4007  -4.3829  1.5985
H  9.1050  -2.6561  0.9885
H  8.5993  -0.4740  2.5121
H  6.4565  -1.1204  4.0513
H  5.7892  -3.6548  3.3713

Forces on atoms 1 to 2 (eV/Å):
-0.38 -0.01 -0.57
0.00 0.68 -0.04

These are the Mulliken partial charges, in e, on atoms 1 to 99: C -0.045; C 0.039; O -0.749; N 1.086; C 0.410; C -1.165; O -0.520; C -0.024; N -0.319; C -1.402; C -0.483; C -1.152; I -0.087; H -0.080; H 0.358; H -0.354; H 0.265; H 0.400; H 0.162; H 0.144; H 0.207; H 0.499; H 0.483; H 0.624; H 0.206; H 0.485; H 0.238; N 0.171; C -0.250; C -0.576; C -0.949; C -0.178; H 0.218; H 0.605; H 0.372; H 0.405; H 0.201; N 0.042; C -0.562; C -0.492; C -0.430; C -0.585; H 0.232; H 0.426; H 0.390; H 0.454; H 0.516; N 0.070; C -0.327; C -0.663; C -0.383; C -0.687; H 0.250; H 0.389; H 0.406; H 0.450; H 0.498; N 0.113; C -0.503; C -0.567; C -0.601; C -0.448; H 0.269; H 0.480; H 0.465; H 0.400; H 0.426; N 0.303; C -0.516; C -0.778; C 0.229; C -0.955; H -0.002; H 0.403; H 0.450; H 0.167; H 0.446; N 0.119; C -0.947; C -0.309; C -0.529; C -0.752; H 0.194; H 0.504; H 0.792; H 0.389; H 0.513; N 0.037; C -0.442; C -0.713; C 0.054; C -0.914; H 0.191; H 0.393; H 0.386; H 0.476; H 0.492; N 0.030; C -0.378